*A*
Computed, not measured: the molecule C20H33N5O2, with ωB97M-V with the def2-TZVPD basis set.

XYZ file:
```
60
Properties=species:S:1:pos:R:3
C 3.106 4.766 0.527
C 2.911 3.414 -0.148
C 2.674 2.287 0.861
C 1.277 2.307 1.499
C 0.338 1.242 0.936
C -0.003 1.482 -0.536
N -0.906 0.473 -1.027
C -0.613 -0.756 -1.504
C 0.772 -1.269 -1.683
N 1.426 -1.497 -0.402
C 2.847 -1.754 -0.562
C 3.516 -1.849 0.805
C 2.878 -2.964 1.626
C 1.373 -2.721 1.729
C 0.676 -3.843 2.492
C 0.791 -2.587 0.322
N -1.695 -1.453 -1.818
C -2.732 -0.644 -1.523
C -2.279 0.567 -1.021
C -3.166 1.627 -0.655
O -2.861 2.728 -0.232
N -4.500 1.254 -0.849
C -5.523 2.232 -0.518
C -4.985 0.049 -1.338
O -6.176 -0.142 -1.461
N -4.056 -0.911 -1.677
C -4.485 -2.189 -2.202
H 3.967 4.739 1.192
H 3.272 5.542 -0.216
H 2.232 5.039 1.113
H 2.070 3.476 -0.840
H 3.806 3.182 -0.731
H 3.434 2.369 1.640
H 2.823 1.324 0.368
H 1.365 2.136 2.573
H 0.819 3.288 1.365
H 0.796 0.255 1.024
H -0.593 1.249 1.508
H -0.500 2.448 -0.648
H 0.904 1.456 -1.142
H 1.361 -0.530 -2.236
H 0.709 -2.189 -2.287
H 3.285 -0.928 -1.131
H 3.025 -2.688 -1.126
H 3.393 -0.899 1.328
H 4.584 -2.033 0.673
H 3.323 -3.002 2.621
H 3.056 -3.926 1.139
H 1.209 -1.776 2.259
H 0.813 -4.793 1.981
H -0.390 -3.647 2.573
H 1.088 -3.931 3.495
H -0.280 -2.376 0.381
H 0.915 -3.543 -0.217
H -5.019 3.118 -0.140
H -6.105 2.475 -1.406
H -6.194 1.823 0.236
H -4.199 -2.986 -1.514
H -4.007 -2.365 -3.164
H -5.567 -2.157 -2.311
```

Computed properties:
- gap between HOMO and LUMO (eV) = 8.956
- SMILES string = CCCCCCn1c(CN2CCC[C@H](C)C2)nc2c1c(=O)n(C)c(=O)n2C

***

*B*
Computed, not measured: the molecule C20H33N5O2, with ωB97M-V with the def2-TZVPD basis set.

XYZ file:
```
60
Properties=species:S:1:pos:R:3
C -4.921 -4.505 -0.083
C -4.162 -3.184 -0.041
C -2.898 -3.239 -0.897
C -2.212 -1.883 -1.047
C -1.684 -1.344 0.286
N -0.923 -0.137 0.088
C 0.398 0.005 -0.169
C 1.344 -1.161 -0.191
N 2.750 -0.858 -0.312
C 3.058 -0.289 -1.618
C 4.562 -0.273 -1.856
C 5.225 0.568 -0.776
C 4.840 0.000 0.582
C 3.318 -0.051 0.772
C 3.014 -0.645 2.160
C 1.844 0.017 2.882
N 0.740 1.268 -0.363
C -0.405 1.973 -0.237
C -1.469 1.130 0.039
C -2.802 1.605 0.226
O -3.792 0.940 0.477
N -2.863 2.995 0.082
C -4.161 3.630 0.240
C -1.818 3.867 -0.192
O -2.000 5.061 -0.290
N -0.565 3.317 -0.352
C 0.556 4.187 -0.630
H -4.295 -5.317 0.280
H -5.228 -4.738 -1.101
H -5.811 -4.453 0.539
H -3.900 -2.957 0.993
H -4.806 -2.380 -0.403
H -2.196 -3.958 -0.466
H -3.165 -3.598 -1.894
H -1.378 -1.976 -1.748
H -2.919 -1.160 -1.456
H -2.525 -1.094 0.935
H -1.051 -2.089 0.775
H 1.075 -1.807 -1.037
H 1.186 -1.750 0.718
H 2.575 -0.913 -2.375
H 2.661 0.732 -1.710
H 4.769 0.131 -2.849
H 4.945 -1.294 -1.810
H 6.310 0.564 -0.894
H 4.878 1.602 -0.854
H 5.275 0.609 1.377
H 5.232 -1.015 0.672
H 2.923 0.977 0.725
H 2.849 -1.719 2.063
H 3.899 -0.520 2.787
H 0.916 -0.068 2.324
H 2.048 1.076 3.028
H 1.699 -0.440 3.859
H -4.887 2.846 0.443
H -4.423 4.167 -0.671
H -4.128 4.341 1.066
H 0.779 4.804 0.243
H 0.309 4.844 -1.463
H 1.409 3.559 -0.873
```

Computed properties:
- gap between HOMO and LUMO (eV) = 8.950
- SMILES string = CCCCCn1c(CN2CCCC[C@@H]2CC)nc2c1c(=O)n(C)c(=O)n2C

***

Which structure loses on stability? *B* does.